No. 1
The following is a DFT calculation (ωB97M-V/def2-TZVPD) of a molecular structure, C40H63BGeN5P3Pt at a distorted geometry.

The geometry in XYZ format:
```
114
C40H63BGeN5P3Pt, DFT ωB97M-V/def2-TZVPD
Pt 0.03693 -0.05687 -1.55184
Ge -0.01387 -0.47987 0.84906
P 2.51053 -0.62307 -1.21984
P -2.71307 -0.36107 -1.40444
P -0.23447 2.26753 -1.32174
N -0.19947 -0.46777 2.98856
N 1.81533 -1.11897 1.38336
N -0.10717 -2.99457 0.29306
N 0.34223 1.53473 1.26476
N -1.99007 -1.07177 1.12056
C -3.37507 -0.67717 4.98306
C -4.59947 -0.19107 -1.37284
C 2.46273 -3.50537 4.12486
C -1.22817 -2.17777 -2.95094
C -2.60857 -1.62797 -0.02914
C 4.54013 1.23313 -2.01344
C -5.06097 0.51593 -0.10004
C -4.20227 -1.27867 4.04516
C 0.83813 0.86153 4.79276
C -1.86807 3.09503 -0.94124
C 1.52953 4.40163 -2.07504
C 2.66513 -2.79327 2.96046
C 1.20713 2.48803 -3.67904
C 0.59663 1.79993 2.56776
C 0.39073 -2.36097 4.49226
C -1.80187 4.62283 -0.97874
C 2.73383 -1.21507 -3.92484
C 1.73943 -1.82907 2.54846
C 1.07953 3.01793 3.08276
C -2.46527 -1.08457 2.36956
C 2.52453 -1.71187 0.27696
C 0.40193 0.74663 3.48546
C 3.89663 0.58513 -0.78994
C -1.58287 -0.60317 3.37106
C 4.97293 0.04453 0.14996
C 1.42443 3.14223 4.41116
C 0.62743 -1.58077 3.37886
C 1.34933 2.05653 5.26896
C -2.21747 -0.20977 -4.06204
C 3.01963 -1.82837 -2.55364
C 0.55043 3.36923 -2.62074
C -2.06757 -0.35347 4.64146
C -5.22397 0.48883 -2.58424
C 0.69303 2.50243 0.25966
C -3.76687 -1.46377 2.75326
C -2.46937 -1.29417 -3.00974
C -2.38697 2.63493 0.41756
C 4.43253 -2.39047 -2.44784
C 1.30983 -3.32617 4.87186
C -0.06597 -4.05147 -0.18744
B -0.03907 -5.35737 -0.98404
H -4.93667 -1.23767 -1.34854
H 3.36753 1.37143 -0.23644
H 0.80383 0.00553 5.44676
H 1.77683 4.09193 4.78296
H -1.95127 -2.41867 -0.40544
H -3.02557 0.51553 -4.13244
H 0.50343 3.52263 0.61226
H -1.55737 5.00803 -1.96524
H 5.20223 0.54163 -2.52804
H -4.43297 -1.89887 2.02456
H -4.87067 1.51373 -2.68954
H -2.40367 1.54573 0.47576
H 1.85263 1.74833 -3.20444
H -1.36487 -3.08607 -2.36834
H -5.19827 -1.58767 4.32446
H 2.40243 3.92673 -1.63714
H 0.58043 -5.11697 -1.98394
H -3.58827 -2.05677 0.18826
H -1.76267 3.01313 1.22276
H 3.19873 -4.22887 4.43826
H -6.11487 0.30153 0.07286
H -0.28677 3.88833 -3.09714
H 2.31113 -2.65947 -2.41144
H 1.74443 -0.74697 -3.93254
H -1.07307 5.00303 -0.26534
H 2.03093 -2.65217 -0.01364
H 4.58863 -3.11987 -3.24064
H 4.58113 -2.89927 -1.49884
H -1.30367 0.34063 -3.78694
H -4.95357 1.59193 -0.21014
H 3.55533 -1.94457 0.54996
H -2.07197 -0.65567 -5.04304
H -3.39557 3.01533 0.57156
H 1.06893 5.04213 -1.32894
H 2.74693 -1.98357 -4.69424
H 1.86993 5.03603 -2.89094
H -0.51187 -2.22437 5.06986
H -3.73147 -0.48347 5.98366
H -5.03087 -0.05627 -3.50464
H 1.67603 2.13563 6.29436
H 1.13013 -3.92067 5.75436
H 3.46863 -0.46027 -4.19204
H -2.77587 5.02363 -0.70094
H 5.13533 2.08723 -1.69274
H 0.45353 1.96443 -4.26384
H -0.93457 -2.47407 -3.95764
H -1.17867 -5.69487 -1.17464
H 5.48643 -0.82307 -0.25674
H 1.76173 2.42143 0.00916
H -4.50087 0.20363 0.77956
H 4.56223 -0.20137 1.12556
H 0.47393 -6.24867 -0.36504
H -6.30357 0.51873 -2.43874
H 1.19943 3.87653 2.43976
H 1.79733 3.09563 -4.36014
H 5.71703 0.82483 0.30476
H 3.55343 -2.98187 2.37576
H 3.80103 1.59363 -2.72364
H -0.38087 -1.57527 -2.50634
H 5.18963 -1.61847 -2.55554
H -1.43917 0.09853 5.39176
H -2.55627 2.74673 -1.72374
H -3.35827 -1.88127 -3.25934
```

Computed properties:
* gap between HOMO and LUMO (alpha / beta): 5.02 / 4.77 eV
* charge: +1
* HOMO level (alpha / beta): -9.63 / -9.63 eV
* 2S+1: 2

No. 2
The following is a DFT calculation (ωB97M-V/def2-TZVPD) of a molecular structure, C4H3NO2 at a distorted geometry.

The geometry in XYZ format:
```
10
C4H3NO2, DFT ωB97M-V/def2-TZVPD
O -1.00220 -0.15751 1.85807
O 1.40923 1.08359 1.01834
N -0.72061 0.64004 -0.74474
C -1.23869 -0.49996 0.78023
C 0.40466 -0.12607 -0.74515
C 1.48835 0.24169 0.14006
C -1.81662 1.07117 -0.52224
H 0.56608 -0.74370 -1.62286
H 2.40454 -0.36766 0.00080
H -1.56883 -1.29744 0.13418
```

Computed properties:
* gap between HOMO and LUMO: 8.92 eV
* charge: 0
* HOMO level: -9.03 eV

No. 3
The following is a DFT calculation (ωB97M-V/def2-TZVPD) of a molecular structure, C42H60AsF3N9O9RbSSi3Te at a distorted geometry.

The geometry in XYZ format:
```
130
C42H60AsF3N9O9RbSSi3Te, DFT ωB97M-V/def2-TZVPD
Te -1.89098 -0.80701 -3.14885
Rb 0.00235 0.34070 -0.31972
As 1.85616 3.15621 0.45917
S -2.23333 1.78316 3.05900
Si 0.67865 4.93684 1.46829
Si 3.78254 3.15072 1.78364
Si 2.60450 4.21887 -1.48940
F -6.40609 3.07421 1.89583
F -4.45220 4.00178 1.90922
F -5.09802 2.78530 3.58095
O -1.13237 1.76279 -2.83314
O -0.98849 2.15668 -5.06237
O 3.81956 -2.81218 2.46253
O 2.75700 0.27970 -0.44651
O 2.71510 -1.28210 6.49878
O -2.00616 -5.75198 2.13331
O 3.27360 -1.69888 -1.39585
O 2.27704 -2.63622 0.86209
O 3.94716 -2.37775 5.02194
N 0.92554 -0.77412 2.30779
N -2.32650 -2.13697 3.51100
N -2.17956 -7.96744 1.67058
N -2.82918 0.05316 1.11866
N 1.28503 0.60082 -2.82763
N -0.65500 -2.94791 -0.64210
N -1.25859 -6.50997 0.10515
N -1.72384 -2.37749 4.78717
N 0.38642 -0.06016 3.30266
C -3.61083 -0.49183 0.18812
C 4.43123 4.80816 2.38779
C -3.02876 -8.88903 -0.45244
C 2.82563 0.39849 -5.10672
C 1.58044 1.00392 -5.15234
C 5.21965 2.37169 0.86957
C -2.56515 -9.04174 0.85366
C -3.58992 0.13493 -4.00321
C 0.77983 -4.29504 -1.98987
C 0.26623 -5.43818 -1.41174
C 3.42405 2.09446 3.27538
C -2.52685 -10.33094 1.39224
C -5.32649 1.08209 0.54607
C 0.38444 4.48702 3.25332
C -1.83270 -6.64827 1.34077
C 3.89847 3.14588 -2.33713
C -5.09962 2.86559 2.24322
C 2.49096 0.03425 -2.78917
C 3.29562 -0.11293 -3.90361
C -3.36595 -11.28520 -0.67048
C 1.11078 4.40448 -2.59714
C 0.28257 -3.07339 -1.57476
C -0.71182 -5.32166 -0.43351
C -0.57068 1.73233 -3.97480
C 0.99672 -0.27193 4.47475
C -4.86659 -0.02419 -0.14433
C 0.82686 1.07333 -3.98787
C -2.85566 -2.73554 -3.36486
C -2.92339 -11.42438 0.64451
C -3.79396 -12.48893 -1.47566
C -3.26242 1.12340 1.83739
C 1.91756 -1.46540 2.86273
C 2.92097 -1.61773 5.34826
C -4.55159 1.65643 1.54087
C 2.75355 -2.35895 1.99118
C -3.41246 -10.00141 -1.19475
C -0.95751 5.02044 0.55836
C 1.39852 6.67057 1.49213
C 2.87161 -0.45520 -1.41407
C 2.01748 -1.16327 4.25451
C 3.38033 5.93380 -1.39248
C -1.13911 -4.04765 -0.06748
H 3.31631 1.04897 2.95964
H 3.43323 0.31981 -6.00154
H -2.18336 -10.46534 2.41347
H -3.77420 -9.85315 -2.20743
H 2.30935 6.72189 2.09762
H -4.38902 0.19514 -3.26492
H 4.90618 1.43575 0.39209
H 0.42690 3.55652 -2.48361
H -0.93833 5.77250 -0.23880
H -3.27805 1.13366 -4.30981
H -3.91153 -0.44290 -4.86907
H -0.83226 -1.90340 4.87093
H 1.32883 4.31889 3.78454
H -3.07044 -2.94934 -4.41462
H -0.44969 0.52340 3.12765
H -2.88766 -12.41313 1.09194
H 5.41301 4.65646 2.85105
H -3.12500 -7.90015 -0.88193
H -1.77936 5.25477 1.24318
H 3.76721 5.26486 3.13089
H -3.19726 -1.35810 -0.31940
H -4.63707 -12.99823 -1.00195
H 3.97300 -2.54888 4.01619
H 4.89469 3.59430 -2.26280
H 4.06330 6.04387 -0.54331
H -0.21559 3.57435 3.31390
H -1.77973 -2.62834 2.81955
H 2.48721 2.37915 3.76439
H -4.09777 -12.20003 -2.48222
H 0.65464 7.34785 1.92800
H 1.55301 -4.34257 -2.74486
H 3.11043 -2.09900 -0.42433
H -3.78932 -2.76921 -2.79537
H 0.54742 5.30882 -2.33917
H -2.34013 -1.98539 5.48219
H -1.88726 -3.91829 0.70323
H 4.54939 5.51989 1.56381
H -2.31789 -1.15566 3.24854
H 6.02561 2.14690 1.57680
H 5.61011 3.03813 0.09203
H 1.64307 7.03029 0.48967
H 0.62234 -6.41931 -1.71016
H -5.45925 -0.49817 -0.91650
H -2.33107 -8.07075 2.65849
H -2.98099 -13.21405 -1.56220
H -6.29795 1.49795 0.31968
H 3.64705 3.02431 -3.39765
H 0.70541 0.22636 5.38687
H 3.94288 2.14822 -1.88881
H -1.18567 4.05705 0.09516
H 1.39716 4.46653 -3.65314
H 4.22950 2.14539 4.01740
H 0.65312 -2.15996 -2.02423
H -2.18487 -3.50844 -2.97763
H 1.16077 1.42299 -6.05673
H -0.99969 -7.35742 -0.36778
H 3.94808 6.11442 -2.31266
H 2.61450 6.70940 -1.30795
H 4.25993 -0.59705 -3.82321
H -0.16257 5.28572 3.76746
```

Computed properties:
* gap between HOMO and LUMO: 5.92 eV
* charge: -2
* HOMO level: -2.92 eV

No. 4
The following is a DFT calculation (ωB97M-V/def2-TZVPD) of H3N3O2S in the gas phase at a distorted geometry.

The geometry in XYZ format:
```
9
H3N3O2S, DFT ωB97M-V/def2-TZVPD
S -1.23840 -1.68094 -0.30456
O 1.81597 0.89976 -0.23132
O 1.58639 -1.23406 -0.21387
N -0.18998 -0.01460 0.40250
N -0.61297 1.27527 0.39820
N 1.17716 -0.14460 -0.02022
H -1.07057 1.53230 1.30090
H -1.24754 1.56398 -0.39157
H -0.22005 -2.19711 -0.94005
```

Computed properties:
* gap between HOMO and LUMO: 8.58 eV
* SMILES string: NN(S)[N+](=O)[O-]
* charge: 0
* HOMO level: -9.86 eV

No. 5
The following is a DFT calculation (ωB97M-V/def2-TZVPD) of C4H9NO in the gas phase at a distorted geometry.

The geometry in XYZ format:
```
15
C4H9NO, DFT ωB97M-V/def2-TZVPD
O -2.37263 -1.39224 0.00408
N -0.22508 -0.75615 -0.06619
C -1.57380 -0.48191 -0.02955
C -1.97390 0.97050 0.01726
C 2.18306 -0.43013 0.00684
C 0.81767 0.14133 0.04740
H -1.51690 1.38575 -1.10292
H 0.84331 0.95096 -0.78167
H 2.24943 -1.25299 0.54286
H 2.32622 -0.91596 -0.92951
H -0.10672 -1.80855 0.29603
H 3.15802 0.35272 -0.07005
H 0.88149 0.62588 1.21429
H -3.11581 0.97671 -0.06142
H -1.57437 1.63407 0.91254
```

Computed properties:
* gap between HOMO and LUMO: 10.24 eV
* SMILES string: CCNC(C)=O
* charge: 0
* HOMO level: -9.43 eV

No. 6
The following is a DFT calculation (ωB97M-V/def2-TZVPD) of C5H6 in the gas phase at a distorted geometry.

The geometry in XYZ format:
```
11
C5H6, DFT ωB97M-V/def2-TZVPD
C -1.50428 0.15365 -0.02076
C 0.89892 -0.30079 -0.12661
C -0.11249 0.50870 -0.10076
C -2.64928 -0.19713 0.04166
C 2.42318 -0.03167 0.09692
H 0.02886 1.54092 0.06839
H -3.70333 -0.63602 0.33666
H 3.03879 -0.30015 -0.76837
H 2.73122 -1.01030 0.69965
H 2.90839 0.98232 0.50591
H 0.65979 -1.37331 -0.18486
```

Computed properties:
* gap between HOMO and LUMO: 10.19 eV
* SMILES string: C#C/C=C/C
* charge: 0
* HOMO level: -9.12 eV

Energy above the lowest of the compared OMol25 structures with the same formula, charge and spin list, top to bottom, in eV: 4.561 5.141 0.000 2.955 2.869 2.491